[1]
Formula: C38H30N5O5PTi
Source: OMol25
Level of theory: ωB97M-V/def2-TZVPD

Cartesian coordinates (Å):
Ti  0.196  1.571  -0.466
O  -4.170  1.498  2.638
C  -3.174  1.185  3.479
C  -3.482  1.012  4.828
C  -2.502  0.667  5.736
C  -1.185  0.491  5.323
C  -0.867  0.664  3.993
C  -1.843  1.008  3.055
C  -1.451  1.137  1.655
O  -0.229  0.908  1.298
N  -2.360  1.411  0.737
N  -1.764  1.417  -0.480
C  -2.447  1.173  -1.576
C  -1.674  1.104  -2.758
C  -2.199  0.738  -4.011
C  -1.387  0.740  -5.114
C  -0.051  1.127  -4.958
C  0.413  1.424  -3.695
N  -0.346  1.394  -2.595
H  -3.801  1.552  1.727
H  -4.510  1.151  5.135
H  -2.762  0.535  6.778
H  -0.419  0.220  6.036
H  0.147  0.531  3.641
H  -3.520  1.017  -1.558
H  -3.239  0.453  -4.078
H  -1.766  0.451  -6.085
H  0.619  1.190  -5.801
H  1.453  1.697  -3.569
O  2.479  2.459  -1.638
N  2.037  1.204  -1.119
C  3.074  0.418  -0.880
C  3.031  -0.968  -0.581
C  4.275  -1.622  -0.394
C  4.366  -2.984  -0.271
C  3.211  -3.773  -0.330
C  1.981  -3.160  -0.451
C  1.858  -1.771  -0.543
P  0.193  -1.053  -0.683
C  -0.750  -1.832  0.684
C  -2.141  -1.698  0.695
C  -2.888  -2.144  1.771
C  -2.257  -2.718  2.864
C  -0.877  -2.842  2.869
C  -0.126  -2.401  1.790
C  -0.384  -1.960  -2.173
C  -1.541  -2.729  -2.255
C  -1.879  -3.354  -3.446
C  -1.072  -3.221  -4.563
C  0.092  -2.469  -4.485
C  0.430  -1.842  -3.300
H  1.659  2.975  -1.752
H  4.056  0.867  -1.001
H  5.171  -1.015  -0.367
H  5.333  -3.451  -0.137
H  3.281  -4.850  -0.272
H  1.081  -3.764  -0.474
H  -2.640  -1.228  -0.143
H  -3.963  -2.015  1.764
H  -2.840  -3.052  3.712
H  -0.380  -3.272  3.728
H  0.952  -2.499  1.811
H  -2.170  -2.865  -1.388
H  -2.781  -3.949  -3.497
H  -1.338  -3.711  -5.490
H  0.733  -2.373  -5.351
H  1.339  -1.255  -3.229
O  0.385  5.570  -0.266
C  0.573  4.382  -0.134
O  -0.003  3.430  -0.818
C  1.555  3.847  0.876
C  2.388  4.656  1.632
C  3.243  4.056  2.536
C  3.224  2.667  2.651
C  2.364  1.936  1.858
N  1.544  2.515  0.980
H  2.344  5.726  1.489
H  3.911  4.649  3.146
H  3.872  2.158  3.349
H  2.317  0.855  1.910

For the energy relative to the best compared isomer or geometry (same formula, charge and spin), the calculation gives 135.8 kJ/mol. For the orbital gap (spin up / spin down), the calculation gives 4.88 / 7.40 eV. Its charge is 0. The HOMO energy (spin up / spin down) comes out at -0.201 / -0.303 hartree. Its multiplicity is 3. Its expectation value of S² is 2.045.

[2]
Formula: C46H57InN4O4P4S3
Source: OMol25
Level of theory: ωB97M-V/def2-TZVPD

Cartesian coordinates (Å):
In  -0.318  0.631  2.006
S  -1.538  0.993  4.328
P  -3.097  0.618  3.009
C  -2.411  0.089  1.513
P  -1.988  -1.532  1.180
S  -0.017  -1.599  0.616
C  -2.856  -2.160  -0.312
C  -2.512  -3.407  -0.822
C  -3.206  -3.887  -1.947
C  -4.341  -3.202  -2.399
C  -4.700  -1.950  -1.861
C  -3.951  -1.471  -0.761
C  -2.304  -2.786  2.482
C  -3.537  -3.474  2.428
C  -3.897  -4.280  3.526
C  -2.958  -4.376  4.616
C  -1.703  -3.822  4.560
C  -1.322  -3.028  3.482
C  -3.860  2.308  2.918
C  -3.467  3.184  1.958
C  -4.053  4.425  1.928
C  -5.114  4.682  2.761
C  -5.485  3.850  3.812
C  -4.808  2.624  3.862
C  -4.276  -0.452  3.759
C  -5.472  -0.611  3.120
C  -6.462  -1.365  3.766
C  -6.225  -1.979  4.957
C  -4.996  -1.810  5.544
C  -4.028  -1.055  4.964
H  -1.678  -3.956  -0.431
H  -2.850  -4.810  -2.420
H  -4.784  -3.568  -3.338
H  -5.431  -1.363  -2.431
H  -4.162  -0.500  -0.323
H  -4.228  -3.369  1.600
H  -4.845  -4.747  3.640
H  -3.192  -5.000  5.470
H  -1.080  -3.948  5.445
H  -0.362  -2.548  3.413
H  -2.545  3.015  1.326
H  -3.726  5.155  1.259
H  -5.606  5.626  2.616
H  -6.296  4.015  4.497
H  -5.206  1.955  4.582
H  -5.661  -0.194  2.154
H  -7.391  -1.490  3.266
H  -6.923  -2.658  5.422
H  -4.905  -2.290  6.504
H  -3.063  -1.018  5.371
C  5.268  -0.003  -0.392
P  3.804  -0.839  -1.165
C  3.953  -0.021  -2.859
N  5.145  0.023  -3.442
C  5.206  0.699  -4.619
C  6.355  0.688  -5.404
C  6.487  1.280  -6.617
C  5.327  1.893  -7.180
C  4.199  2.002  -6.437
C  4.104  1.414  -5.128
N  2.916  1.374  -4.483
C  2.737  0.605  -3.422
P  1.128  0.606  -2.352
C  0.743  -1.123  -2.846
C  -0.167  1.634  -3.237
C  0.195  3.117  -2.994
C  -1.559  1.270  -2.584
C  -0.272  1.310  -4.772
C  4.424  -2.505  -1.515
C  3.970  -3.135  -2.834
C  3.829  -3.340  -0.322
C  5.959  -2.732  -1.485
H  6.195  -0.078  -1.021
H  5.451  -0.406  0.575
H  4.950  1.067  -0.309
H  7.226  0.118  -5.058
H  7.408  1.238  -7.211
H  5.397  2.257  -8.170
H  3.328  2.531  -6.829
H  0.935  -1.321  -3.880
H  -0.232  -1.488  -2.495
H  1.445  -1.828  -2.377
H  0.421  3.297  -1.950
H  -0.526  3.834  -3.323
H  1.153  3.325  -3.469
H  -1.518  1.310  -1.505
H  -1.866  0.283  -2.844
H  -2.200  2.040  -3.009
H  0.659  1.459  -5.338
H  -1.029  2.003  -5.176
H  -0.656  0.313  -4.906
H  2.891  -3.044  -2.996
H  4.283  -4.169  -2.877
H  4.505  -2.690  -3.702
H  2.798  -3.108  -0.195
H  4.320  -3.150  0.641
H  4.083  -4.375  -0.621
H  6.371  -2.268  -2.411
H  6.187  -3.803  -1.557
H  6.491  -2.322  -0.613
C  2.123  1.212  5.201
S  2.312  1.946  3.608
O  3.686  1.894  3.263
O  1.686  3.240  3.598
O  1.643  0.874  2.724
H  2.829  1.718  5.871
H  2.396  0.188  5.159
H  1.125  1.401  5.525
C  3.052  3.466  0.413
N  1.834  2.811  0.186
C  0.672  3.219  0.627
N  0.474  4.482  1.019
O  -0.316  2.427  0.631
H  3.801  2.708  0.650
H  3.081  3.988  1.321
H  3.383  4.084  -0.434
H  1.832  1.833  -0.037
H  1.268  5.128  1.159
H  -0.273  4.669  1.617

For the energy relative to the best compared isomer or geometry (same formula, charge and spin), the calculation gives 105.7 kJ/mol. For the orbital gap, the calculation gives 7.52 eV. Its charge is 0. The HOMO energy comes out at -0.279 hartree.

[3]
Formula: C32H34Cl4N7O7RuS2
Source: OMol25
Level of theory: ωB97M-V/def2-TZVPD

Cartesian coordinates (Å):
Ru  -0.059  0.621  0.258
N  -1.809  1.118  -0.954
C  -2.341  -0.001  -1.731
C  -3.788  0.284  -2.150
C  -4.461  -0.772  -3.028
C  -3.619  -1.092  -4.255
N  -2.555  -1.987  -3.811
C  -1.422  -2.207  -4.438
N  -1.184  -1.728  -5.673
N  -0.500  -2.992  -3.861
C  -2.081  -1.279  -0.943
O  -2.458  -2.367  -1.415
O  -1.417  -1.146  0.123
H  -2.429  1.392  -0.191
H  -1.602  1.924  -1.538
H  -1.725  -0.086  -2.626
H  -3.759  1.222  -2.712
H  -4.393  0.450  -1.253
H  -5.434  -0.392  -3.342
H  -4.633  -1.686  -2.458
H  -3.195  -0.163  -4.647
H  -4.218  -1.568  -5.036
H  -2.618  -2.270  -2.809
H  -1.753  -0.956  -5.981
H  -0.216  -1.695  -5.962
H  -0.649  -3.269  -2.904
H  0.450  -2.943  -4.204
Cl  -1.919  6.106  4.069
C  -1.052  5.022  3.044
C  0.211  5.371  2.559
Cl  0.922  6.879  3.007
C  0.894  4.495  1.723
Cl  2.465  4.876  1.105
C  0.333  3.272  1.345
O  0.921  2.433  0.531
C  -0.925  2.915  1.851
O  -1.417  1.744  1.482
C  -1.601  3.792  2.698
Cl  -3.147  3.288  3.291
O  0.887  0.509  2.477
S  0.614  0.412  3.956
C  1.375  -1.180  4.490
C  1.548  -2.104  3.288
C  2.888  -1.838  2.603
C  3.142  -2.727  1.391
S  2.514  -2.008  -0.160
O  1.180  -1.376  0.150
C  3.751  -0.700  -0.236
C  3.466  0.579  0.213
C  4.436  1.568  0.107
C  5.676  1.267  -0.438
C  5.953  -0.020  -0.886
C  4.985  -1.009  -0.794
C  -1.076  -0.123  4.239
C  -1.824  -0.716  3.242
C  -3.087  -1.203  3.550
C  -3.586  -1.087  4.838
C  -2.830  -0.472  5.830
C  -1.568  0.015  5.531
H  0.717  -1.590  5.252
H  2.337  -0.936  4.946
H  0.733  -1.946  2.581
H  1.500  -3.146  3.612
H  3.691  -1.994  3.328
H  2.925  -0.792  2.297
H  2.671  -3.707  1.495
H  4.205  -2.872  1.200
H  2.503  0.827  0.636
H  4.204  2.569  0.448
H  6.431  2.038  -0.519
H  6.918  -0.251  -1.318
H  5.183  -2.008  -1.167
H  -1.439  -0.807  2.242
H  -3.670  -1.687  2.777
H  -4.569  -1.473  5.076
H  -3.223  -0.375  6.833
H  -0.972  0.506  6.293
N  2.469  0.071  -3.108
C  1.196  0.541  -2.996
O  0.806  1.064  -1.936
C  0.356  0.398  -4.159
C  -0.868  1.088  -4.279
N  -1.883  1.627  -4.422
C  0.679  -0.480  -5.211
N  0.874  -1.242  -6.064
H  3.115  0.330  -2.380
H  2.850  -0.140  -4.014

For the energy relative to the best compared isomer or geometry (same formula, charge and spin), the calculation gives 368.1 kJ/mol. For the orbital gap (spin up / spin down), the calculation gives 6.30 / 6.61 eV. Its charge is 0. The HOMO energy (spin up / spin down) comes out at -0.257 / -0.257 hartree. Its multiplicity is 2. Its expectation value of S² is 0.767.

[4]
Formula: C6H10
Source: OMol25
Level of theory: ωB97M-V/def2-TZVPD

Cartesian coordinates (Å):
C  2.349  0.394  0.055
C  1.740  -0.836  0.646
C  0.527  -0.739  1.171
C  -0.473  -0.895  0.307
C  -1.859  -0.392  0.248
C  -1.784  0.940  -0.529
H  1.670  1.241  0.217
H  3.312  0.573  0.533
H  2.503  0.272  -1.030
H  2.102  -1.807  0.300
H  -0.108  -1.210  -0.670
H  -2.278  -0.257  1.248
H  -2.456  -1.111  -0.323
H  -1.244  0.823  -1.483
H  -2.781  1.329  -0.748
H  -1.220  1.677  0.057

For the energy relative to the best compared isomer or geometry (same formula, charge and spin), the calculation gives 340.3 kJ/mol. For the orbital gap, the calculation gives 8.87 eV. Its charge is 0. The HOMO energy comes out at -0.312 hartree. The SMILES is CC=C=CCC.

[5]
Formula: C2H2ClIO
Source: OMol25
Level of theory: ωB97M-V/def2-TZVPD

Cartesian coordinates (Å):
O  -1.197  0.500  -1.420
C  -0.637  -0.204  -0.615
C  0.062  0.232  0.595
Cl  0.186  1.943  0.710
I  2.330  -0.802  -0.004
H  -0.506  -1.291  -0.756
H  -0.238  -0.378  1.491

For the energy relative to the best compared isomer or geometry (same formula, charge and spin), the calculation gives 74.7 kJ/mol. For the orbital gap, the calculation gives 8.06 eV. Its charge is 0. The HOMO energy comes out at -0.369 hartree. The SMILES is O=C[C@H](Cl)I.

[6]
Formula: C33H50AsBClN7O3Re
Source: OMol25
Level of theory: ωB97M-V/def2-TZVPD

Cartesian coordinates (Å):
Re  -0.921  -0.330  0.323
C  -0.353  -2.695  3.188
C  -1.613  -1.897  3.163
C  -2.642  -1.898  4.110
C  -3.582  -1.002  3.643
C  -4.885  -0.604  4.256
N  -3.134  -0.508  2.476
N  -1.915  -1.049  2.181
B  -3.815  0.523  1.537
N  -4.008  -0.114  0.139
N  -3.004  -0.885  -0.358
C  -3.510  -1.616  -1.345
C  -2.704  -2.672  -2.027
C  -4.864  -1.290  -1.515
C  -5.141  -0.340  -0.551
C  -6.424  0.361  -0.251
N  -2.895  1.750  1.427
N  -1.552  1.573  1.230
C  -0.983  2.777  1.333
C  0.473  3.025  1.143
C  -1.966  3.730  1.617
C  -3.158  3.041  1.672
C  -4.540  3.556  1.913
H  -0.387  -3.402  4.016
H  -0.231  -3.255  2.261
H  0.519  -2.055  3.325
H  -2.686  -2.473  5.021
H  -5.008  -1.122  5.205
H  -4.927  0.470  4.442
H  -5.728  -0.860  3.612
H  -4.882  0.831  1.990
H  -1.652  -2.589  -1.759
H  -3.060  -3.657  -1.718
H  -2.803  -2.606  -3.110
H  -5.553  -1.706  -2.233
H  -7.155  0.128  -1.023
H  -6.834  0.054  0.713
H  -6.288  1.442  -0.222
H  1.028  2.098  1.087
H  0.639  3.594  0.225
H  0.860  3.612  1.978
H  -1.817  4.788  1.768
H  -4.501  4.633  2.070
H  -5.190  3.360  1.059
H  -4.999  3.096  2.789
O  1.365  0.157  2.127
C  0.927  -0.517  1.238
C  1.069  0.252  -3.311
C  -0.288  0.573  -2.684
C  -0.441  2.094  -2.553
C  -1.397  0.025  -3.582
N  -0.360  0.021  -1.350
H  1.867  0.606  -2.662
H  1.163  0.733  -4.290
H  1.186  -0.828  -3.440
H  -0.499  2.564  -3.540
H  0.412  2.509  -2.010
H  -1.351  2.331  -1.996
H  -1.318  0.460  -4.582
H  -2.383  0.262  -3.172
H  -1.305  -1.058  -3.671
Cl  5.410  -6.705  -1.460
C  4.256  -5.487  -1.012
C  4.617  -4.514  -0.094
C  3.688  -3.548  0.264
C  2.416  -3.569  -0.290
C  2.072  -4.549  -1.208
C  2.992  -5.514  -1.579
C  1.361  -2.583  0.107
O  1.845  -1.598  0.862
O  0.201  -2.704  -0.218
H  5.609  -4.519  0.335
H  3.949  -2.778  0.979
H  1.074  -4.547  -1.628
H  2.737  -6.284  -2.294
C  4.386  1.598  2.200
C  4.274  2.536  0.998
As  3.298  1.742  -0.526
C  3.459  3.295  -1.724
C  4.855  3.726  -2.165
C  4.809  0.618  -1.128
C  4.401  -0.562  -2.010
H  4.954  2.072  3.005
H  4.904  0.671  1.942
H  3.407  1.318  2.585
H  5.267  2.830  0.652
H  3.740  3.447  1.278
H  2.966  4.104  -1.179
H  2.834  3.089  -2.595
H  5.563  3.754  -1.334
H  4.831  4.726  -2.604
H  5.262  3.051  -2.920
H  5.275  0.255  -0.210
H  5.549  1.239  -1.633
H  3.619  -1.159  -1.536
H  5.253  -1.218  -2.204
H  4.013  -0.233  -2.977

For the orbital gap (spin up / spin down), the calculation gives 6.19 / 8.18 eV. Its charge is 0. The HOMO energy (spin up / spin down) comes out at -0.216 / -0.293 hartree. Its multiplicity is 4. Its expectation value of S² is 3.768.

[7]
Formula: C3H6N5O2
Source: OMol25
Level of theory: ωB97M-V/def2-TZVPD

Cartesian coordinates (Å):
C  1.394  0.632  -0.248
C  0.631  -0.602  -0.039
C  -2.317  -0.381  0.685
N  0.187  0.616  0.511
N  -0.877  1.408  -0.024
N  -3.474  -0.978  0.632
N  -2.045  0.709  0.004
N  -3.476  -2.225  1.150
O  -2.370  -2.833  1.515
O  -4.570  -2.778  1.250
H  2.291  0.809  0.317
H  1.328  0.932  -1.259
H  0.330  -1.024  -1.050
H  0.807  -1.494  0.693
H  -1.490  -0.746  1.233
H  -2.775  1.190  -0.389

For the orbital gap (spin up / spin down), the calculation gives 4.25 / 7.48 eV. Its charge is -1. The HOMO energy (spin up / spin down) comes out at -0.027 / -0.157 hartree. Its multiplicity is 3. Its expectation value of S² is 2.014.

Number 1: E_tot -3306.9519 a.u.. Number 2: E_tot -5057.2269 a.u.. Number 3: E_tot -4881.7475 a.u.. Number 4: E_tot -234.4729 a.u.. Number 5: E_tot -910.4837 a.u.. Number 6: E_tot -4695.6765 a.u.. Number 7: E_tot -541.9117 a.u..